1.
The following is a DFT calculation (ωB97M-V with the def2-TZVPD basis set) of the ion C9H7F4O3S with charge -1.

Structure (XYZ):
```
24
Properties=species:S:1:pos:R:3:forces:R:3:mulliken_charge:R:1
S -2.1179 -1.9173 2.8181 -0.54 2.58 -0.18 1.01
C 0.5066 0.3013 -1.8678 0.42 0.35 0.34 -0.29
C 0.4361 0.2956 -0.4503 -0.15 -0.41 -0.76 0.97
H 3.6810 1.5056 -2.2837 -0.28 -0.11 0.14 0.36
F -1.7404 0.7983 -2.1367 0.33 -0.50 -0.75 -0.26
H -0.4590 1.1634 1.8327 -0.07 -1.60 -0.29 0.36
C 2.6971 1.1510 -0.3856 0.54 0.26 -0.42 -0.64
H 1.5169 0.7432 1.3469 0.21 0.08 -0.58 0.29
C -1.9648 -0.4144 1.9879 -0.76 -0.41 2.05 -1.05
C 2.7846 1.1585 -1.7690 -0.54 -0.02 -0.28 -0.56
C 1.5514 0.7421 0.2564 0.11 -0.05 0.91 -0.52
O -0.6790 -0.1472 0.1249 2.19 1.00 0.36 -0.25
F -0.7472 0.0073 -3.9272 0.35 0.16 0.68 -0.31
H 3.5462 1.5038 0.1918 -0.08 -0.11 0.08 0.34
O -2.1009 -3.0327 1.9088 0.35 -0.44 0.99 -0.58
F -1.1825 -1.3161 -2.2568 0.32 0.77 -0.41 -0.26
H 0.1766 -0.6313 2.0515 -0.56 0.85 -0.39 0.35
C 1.6517 0.7604 -2.4958 0.38 -0.02 0.40 -0.54
O -1.3757 -1.9295 4.0762 -0.43 -1.10 -1.02 -0.62
F -3.7050 -1.8594 3.3160 1.12 0.07 -0.41 -0.33
H 1.6839 0.8328 -3.5600 -0.10 -0.11 -0.62 0.44
H -2.7718 0.2980 2.1294 0.07 -0.37 0.09 0.41
C -0.7571 -0.0573 -2.5653 -1.26 -0.33 0.29 1.16
C -0.6308 0.0438 1.6577 -1.64 -0.53 -0.21 -0.48
```
Positions in Å, forces in eV/Å.

Net charge   -1
Energy   -1370.5422 hartree
ΔE to the lowest compared entry with this formula, charge and spin   15.84 kcal/mol
Lowest unoccupied orbital energy   3.08 eV
Structure (SMILES)   O=[S@@]([O-])(F)=CCOc1ccccc1C(F)(F)F
Max |F|   2.643 eV Å⁻¹
HOMO-LUMO gap   6.42 eV



2.
The following is a DFT calculation (ωB97M-V with the def2-TZVPD basis set) of an isolated molecule of C5H8FN.

Structure (XYZ):
```
15
Properties=species:S:1:pos:R:3:forces:R:3:mulliken_charge:R:1
H 1.3978 -0.8877 -0.1430 -0.71 -0.67 -1.51 0.32
C -1.5201 0.2132 -1.5808 0.22 -0.66 1.54 -1.07
H -1.1215 0.2754 -2.6353 -1.13 -0.70 1.01 0.37
H 0.7887 -0.7260 -1.9349 1.14 -0.37 -0.18 0.29
C 0.5483 -0.9534 -0.9001 1.95 -1.58 0.36 -1.00
H 0.0978 -2.0054 -0.9725 0.31 1.63 0.53 0.28
C -0.3406 0.1392 -0.6160 -2.57 -0.54 -0.11 0.89
C 0.6864 0.3024 2.5740 1.22 0.18 -0.24 -0.71
H -2.0133 1.1100 -1.2750 -0.57 0.75 -0.40 0.32
H -2.1997 -0.6297 -1.1356 1.05 1.05 -1.97 0.27
F 1.9535 1.3816 0.8208 -0.65 -0.35 0.90 -0.24
H -0.1981 -0.2559 2.6933 -0.99 -0.22 0.47 0.27
N -0.3745 0.8846 0.3941 3.43 0.84 2.34 -0.62
C 0.8773 0.7743 1.3719 -3.21 0.78 -3.27 0.31
H 1.4181 0.3773 3.3390 0.51 -0.14 0.52 0.33
```
Positions in Å, forces in eV/Å.

Energy   -349.8528 hartree
ΔE to the lowest compared entry with this formula, charge and spin   41.70 kcal/mol
Lowest unoccupied orbital energy   0.91 eV
Structure (SMILES)   C=C(F)N=C(C)C
Max |F|   4.646 eV Å⁻¹
HOMO-LUMO gap   10.25 eV



3.
The following is a DFT calculation (ωB97M-V with the def2-TZVPD basis set) of an isolated molecule of C5H9N.

Structure (XYZ):
```
15
Properties=species:S:1:pos:R:3:forces:R:3:mulliken_charge:R:1
C -0.4752 -0.9088 -2.7186 -2.20 1.13 -0.74 -0.89
H 1.3260 -1.0780 0.6521 -1.28 -0.26 0.63 0.33
H -1.5437 -0.5501 -2.6337 0.96 -0.70 -0.08 0.17
C -0.2494 1.4753 2.4065 -0.24 -1.85 -0.82 -0.58
H -1.0917 0.4402 -0.3728 3.22 -1.93 -0.69 0.33
H 0.4428 2.3163 2.2445 -0.39 -0.59 -0.36 0.27
C -0.1352 0.2255 1.8518 0.03 0.75 0.82 -0.28
H -0.2466 -1.2068 -3.7729 0.53 0.19 1.51 0.26
C 0.7232 -0.1416 0.6603 2.64 0.84 0.83 -0.53
C 0.2955 -0.6252 -1.6562 -2.78 -0.49 -2.54 0.03
H 1.6768 0.5087 0.6763 -1.57 0.34 -0.57 0.24
H -0.7652 -0.6263 2.1756 -0.10 0.94 -0.13 0.30
H -1.1397 1.6894 3.0126 0.70 -0.19 0.17 0.24
H 1.2789 -0.8121 -1.8065 3.24 -0.56 0.37 0.36
N -0.1273 -0.1190 -0.4913 -2.74 2.39 1.60 -0.26
```
Positions in Å, forces in eV/Å.

Energy   -250.5664 hartree
ΔE to the lowest compared entry with this formula, charge and spin   63.08 kcal/mol
Lowest unoccupied orbital energy   1.15 eV
Structure (SMILES)   C=CCNC=C
Max |F|   3.972 eV Å⁻¹
HOMO-LUMO gap   8.91 eV



4.
The following is a DFT calculation (ωB97M-V with the def2-TZVPD basis set) of an isolated molecule of C21H18ClN5O4S.

Structure (XYZ):
```
50
Properties=species:S:1:pos:R:3:forces:R:3:mulliken_charge:R:1
C -0.6607 2.6526 -0.9042 0.05 0.08 -0.11 -0.65
C -3.4863 -3.0538 -0.5041 0.21 0.02 -0.23 -0.04
C -2.4900 -2.7141 -1.4092 -0.08 0.16 0.03 -0.79
O -4.9257 1.7868 -0.9003 0.40 -0.01 -0.17 -0.70
N 3.0219 -0.2439 0.2192 0.08 0.00 -0.14 0.32
C -3.7021 -0.8924 0.1120 0.79 -0.90 -0.79 0.33
H 2.7587 0.1601 -1.8298 0.07 -0.01 0.04 0.57
H -2.3484 1.5558 2.3962 0.03 -0.08 0.17 0.41
C -0.4876 2.0096 1.4203 -0.06 0.05 -0.09 -0.54
N -2.7360 -0.4634 -0.6968 -0.21 -0.02 0.02 -0.12
H -1.3605 -0.9985 -2.0965 0.09 -0.07 -0.11 0.48
C 0.3843 -2.5846 1.3155 0.00 -0.11 -0.15 -0.99
H 2.9000 -2.1971 -1.5737 0.08 0.03 -0.09 0.47
H 4.0682 2.5887 1.3379 -0.02 -0.08 0.07 0.39
H 1.3647 -4.1043 -1.5420 -0.01 -0.08 -0.06 0.45
C 2.1624 -1.3500 0.2610 -0.23 -0.37 0.09 0.23
N 1.5151 2.3769 0.1895 0.07 0.12 0.46 -0.03
O -4.9904 2.3491 1.4901 0.18 -0.06 0.23 -0.74
C 4.2094 1.6931 0.7342 -0.08 0.04 -0.03 -0.87
C -2.0306 2.4826 -0.8355 -0.10 0.05 0.14 -0.52
H -3.8201 -4.0754 -0.3761 0.05 -0.09 -0.05 0.46
S -4.3431 1.6857 0.4005 -0.19 -0.50 0.31 1.48
C 3.4299 0.5022 1.2878 0.34 0.12 0.07 0.13
C 2.3362 2.4509 -0.8972 0.54 -0.05 0.16 0.21
Cl -0.6325 -4.8773 0.3253 -0.07 -0.29 0.05 -0.19
H 5.2739 1.4474 0.7498 -0.01 -0.01 0.01 0.38
H 1.2179 -0.7934 2.1056 0.00 0.05 0.03 0.38
H -2.6619 2.6406 -1.6942 -0.01 0.00 -0.18 0.50
N -4.3072 0.0478 0.8858 -0.20 1.20 0.17 -0.22
C 3.7083 1.7940 -0.7006 -0.02 0.02 -0.17 0.14
C 2.1926 -2.2922 -0.7652 0.05 0.18 0.13 -0.14
C -2.1421 -1.3732 -1.4478 -0.05 -0.33 -0.07 -0.17
H 4.4427 -0.1608 -1.3388 -0.09 0.03 -0.07 0.42
H -2.0127 -3.4482 -2.0348 0.07 -0.08 -0.03 0.47
H -0.3226 -2.7007 2.1215 -0.08 -0.03 0.07 0.44
N -4.0909 -2.1592 0.2553 -0.43 0.32 0.44 -0.72
C 0.1195 2.3788 0.2175 -0.45 -0.05 -0.09 0.57
H 0.1220 1.8214 2.2928 0.07 -0.03 0.11 0.44
H -0.1873 2.9635 -1.8207 -0.03 0.02 0.00 0.55
C -2.6090 2.0652 0.3458 -0.54 0.14 0.05 0.04
H 4.4114 2.2692 -1.3848 -0.13 -0.03 0.04 0.53
H -5.0754 -0.2759 1.4540 -0.14 0.21 0.07 0.29
C -1.8571 1.8551 1.4848 0.06 0.10 0.03 -0.72
H 1.9249 2.0984 1.0699 -0.04 0.08 -0.18 0.11
O 2.0123 2.8891 -1.9759 -0.11 0.02 -0.25 -0.65
C 0.4304 -3.5177 0.2922 0.17 0.18 -0.03 0.35
O 3.2000 0.2836 2.4539 -0.10 0.02 0.27 -0.63
C 1.3306 -3.3723 -0.7507 -0.17 -0.07 0.09 -0.90
C 1.2460 -1.5061 1.2994 0.05 0.06 0.04 -0.07
C 3.4968 0.3060 -1.0389 0.19 0.05 -0.30 -1.15
```
Positions in Å, forces in eV/Å.

Energy   -2244.2277 hartree
ΔE to the lowest compared entry with this formula, charge and spin   0.00 kcal/mol
Lowest unoccupied orbital energy   0.32 eV
Structure (SMILES)   O=C(Nc1ccc(S(=O)(=O)Nc2ncccn2)cc1)[C@H]1CC(=O)N(c2ccc(Cl)cc2)C1
Max |F|   1.439 eV Å⁻¹
HOMO-LUMO gap   9.17 eV